This record from OMol25 describes C30H42BrClN2P2Pt as an isolated structure. The level of theory is ωB97M-V/def2-TZVPD.

Strongest force on any atom, Eh/bohr: 0.041
Frontier orbital gap (alpha / beta), eV: 6.441 / 3.549
Energy above the lowest of the compared OMol25 structures with the same formula, charge and spin, kcal per mole: 0.0
Expectation value of S²: 2.018
LUMO (alpha / beta), eV: -6.680 / -9.325
E, eV: -139143.2521

Structure (ORCA input):
```
! wB97M-V def2-TZVPD RIJCOSX def2/J DEFGRID3
* xyz 2 3
C 3.069 5.381 -1.440
C 1.910 4.957 -2.122
C 2.026 4.426 -3.420
C 3.303 4.304 -3.963
N 4.395 4.676 -3.295
C 4.299 5.209 -2.076
C 0.665 4.941 -1.431
C -0.349 4.672 -0.793
C -1.200 3.843 -0.024
C -0.871 3.519 1.315
C -1.010 2.192 1.694
C -1.517 1.286 0.754
C -2.296 1.734 -0.319
C -2.144 3.058 -0.709
Pt -1.338 -0.751 0.915
P 0.729 -0.524 -0.023
H 1.144 4.089 -3.968
H 3.005 5.776 -0.429
H 3.430 3.879 -4.968
H 5.221 5.522 -1.568
H -2.665 3.450 -1.581
H -0.389 4.252 1.948
H -2.970 1.057 -0.835
H -0.714 1.861 2.685
C 1.563 -2.156 0.039
C 2.778 -2.389 -0.860
H 0.791 -2.909 -0.175
H 1.846 -2.318 1.089
H 3.141 -3.411 -0.697
H 2.542 -2.300 -1.925
H 3.611 -1.720 -0.622
C 0.792 0.104 -1.756
C 2.128 0.630 -2.287
H 0.050 0.912 -1.827
H 0.422 -0.700 -2.407
H 2.038 0.867 -3.355
H 2.435 1.558 -1.791
H 2.943 -0.095 -2.194
C 1.778 0.708 0.870
C 3.284 0.466 0.834
H 1.433 0.720 1.911
H 1.526 1.698 0.462
H 3.775 1.238 1.444
H 3.547 -0.508 1.267
H 3.714 0.531 -0.172
Br -3.517 -1.851 1.489
P -2.091 -2.334 -1.575
C -0.838 -2.997 -2.750
C -1.270 -4.204 -3.577
H 0.040 -3.249 -2.135
H -0.533 -2.176 -3.415
H -0.426 -4.527 -4.197
H -1.553 -5.051 -2.945
H -2.104 -3.968 -4.251
C -3.269 -3.732 -1.260
C -4.580 -3.746 -2.038
H -3.476 -3.660 -0.175
H -2.720 -4.670 -1.416
H -5.239 -4.500 -1.591
H -5.108 -2.787 -2.005
H -4.424 -4.032 -3.088
C -2.945 -1.026 -2.556
C -3.312 -1.325 -4.006
H -2.269 -0.157 -2.511
H -3.835 -0.748 -1.973
H -3.719 -0.409 -4.451
H -2.442 -1.617 -4.606
H -4.082 -2.101 -4.085
Cl 0.715 -0.183 6.066
C 0.203 -1.328 4.891
C -0.005 -2.675 5.183
C -0.388 -3.532 4.150
C -0.614 -3.007 2.877
N -0.549 -1.682 2.663
C -0.086 -0.838 3.608
H 0.148 -3.008 6.202
H -0.582 -4.587 4.323
H -0.901 -3.627 2.033
H -0.006 0.217 3.350
*
```

---

This record from OMol25 describes C30H42ClN5O7Pd as an isolated structure. The level of theory is ωB97M-V/def2-TZVPD.

Strongest force on any atom, Eh/bohr: 0.023
Frontier orbital gap, eV: 8.854
Energy above the lowest of the compared OMol25 structures with the same formula, charge and spin, kcal per mole: 0.0
LUMO, eV: 0.181
E, eV: -69578.4393

Structure (ORCA input):
```
! wB97M-V def2-TZVPD RIJCOSX def2/J DEFGRID3
* xyz 0 1
Pd -1.049 0.983 0.986
O 2.187 -0.991 -0.491
C 1.011 -0.711 -0.587
O 0.288 -0.400 0.471
C 0.275 -0.946 -1.913
C -0.838 -2.008 -1.734
C -1.163 -2.616 -3.102
C -1.918 -1.438 -3.769
C -1.940 -0.409 -2.628
O -2.013 -1.232 -1.460
C -0.558 0.242 -2.498
C -0.481 1.405 -1.521
O 0.562 2.008 -1.375
O -1.575 1.597 -0.809
H 1.021 -1.286 -2.626
H -0.670 -2.709 -0.921
H -1.810 -3.485 -2.988
H -0.269 -2.922 -3.645
H -2.932 -1.725 -4.047
H -1.419 -1.055 -4.659
H -2.771 0.292 -2.635
H -0.160 0.576 -3.456
C -4.028 -0.636 1.162
N -4.363 0.622 0.513
C -5.378 0.540 -0.525
C -5.914 1.912 -0.876
C -4.751 2.862 -1.059
N -3.939 2.877 0.142
C -3.174 4.079 0.414
C -3.695 1.749 0.831
O -2.842 1.737 1.776
H -4.070 -1.427 0.416
H -4.725 -0.856 1.975
H -3.016 -0.600 1.554
H -6.182 -0.101 -0.157
H -4.946 0.047 -1.404
H -6.560 2.278 -0.076
H -6.509 1.853 -1.788
H -5.099 3.879 -1.241
H -4.130 2.561 -1.911
H -2.766 4.464 -0.521
H -2.348 3.848 1.077
H -3.804 4.846 0.871
C 4.820 1.623 5.824
C 3.602 1.047 5.084
C 4.125 0.401 3.794
C 2.708 2.239 4.717
C 2.907 -0.039 5.974
O 3.874 -1.082 6.224
C 2.430 0.380 7.391
C 1.112 1.114 7.685
C 1.094 2.611 7.513
C 0.138 3.222 6.710
C 0.123 4.597 6.527
C 1.077 5.371 7.164
Cl 1.079 7.094 6.934
C 2.029 4.793 7.989
C 2.024 3.419 8.161
C 1.839 -0.898 5.255
N 0.780 -0.252 4.493
C 0.703 -0.121 3.171
N -0.434 0.486 2.872
C -1.039 0.688 4.069
N -0.335 0.246 5.078
H 5.298 2.365 5.183
H 5.573 0.864 6.042
H 4.545 2.134 6.747
H 4.779 1.109 3.282
H 3.336 0.156 3.087
H 4.697 -0.502 4.001
H 3.196 2.808 3.922
H 2.569 2.913 5.558
H 1.722 1.956 4.350
H 4.498 -0.762 6.883
H 3.252 0.916 7.873
H 2.363 -0.578 7.913
H 0.894 0.906 8.737
H 0.297 0.673 7.115
H -0.594 2.607 6.201
H -0.615 5.067 5.892
H 2.758 5.416 8.490
H 2.768 2.971 8.811
H 1.357 -1.527 6.002
H 2.362 -1.552 4.560
H 1.406 -0.481 2.439
H -2.004 1.158 4.163
*
```

---

This record from OMol25 describes C30H42CoF10O3PSSi as an isolated structure. The level of theory is ωB97M-V/def2-TZVPD.

Strongest force on any atom, Eh/bohr: 0.068
Frontier orbital gap (alpha / beta), eV: 6.775 / 7.698
Energy above the lowest of the compared OMol25 structures with the same formula, charge and spin, kcal per mole: 64.0
Expectation value of S²: 3.767
LUMO (alpha / beta), eV: 2.570 / 2.567
E, eV: -130739.8159

Structure (ORCA input):
```
! wB97M-V def2-TZVPD RIJCOSX def2/J DEFGRID3
* xyz -1 4
Co 0.300 1.798 -0.254
C -1.275 -4.106 2.963
C -1.099 -2.650 2.636
C -2.271 -1.791 2.983
C 0.206 -2.102 3.263
O -1.024 -2.643 1.166
Si -0.250 -2.165 -0.217
S 0.634 -0.299 0.207
O -1.430 -2.195 -1.393
C -2.124 -3.326 -1.908
C -3.040 -2.940 -3.131
C -2.985 -3.858 -0.803
C -1.168 -4.380 -2.464
O 0.984 -3.135 -0.574
C 2.347 -3.104 -1.025
C 2.504 -2.263 -2.284
C 2.786 -4.551 -1.304
C 3.085 -2.623 0.198
H -1.609 -4.322 4.008
H -0.356 -4.705 2.824
H -2.003 -4.492 2.197
H -2.407 -1.731 4.051
H -3.173 -2.109 2.570
H -2.084 -0.732 2.756
H 0.077 -1.996 4.349
H 0.516 -1.126 2.897
H 0.998 -2.824 3.101
H -3.359 -1.934 -3.028
H -3.908 -3.581 -2.975
H -2.667 -3.128 -4.124
H -3.673 -3.057 -0.415
H -2.399 -4.056 0.131
H -3.456 -4.761 -1.095
H -0.621 -3.927 -3.323
H -1.553 -5.346 -2.813
H -0.408 -4.507 -1.729
H 1.873 -2.728 -3.046
H 3.533 -2.318 -2.560
H 2.051 -1.251 -2.046
H 2.494 -4.972 -2.276
H 2.539 -5.267 -0.476
H 3.824 -4.546 -1.339
H 2.709 -1.656 0.590
H 4.136 -2.502 -0.141
H 2.936 -3.393 0.990
C -1.441 2.136 3.256
C -0.366 3.046 2.741
P -0.194 3.511 0.896
C -1.666 4.624 0.550
C -1.982 5.590 1.671
C 1.022 4.899 0.905
C 2.350 4.773 1.640
H -1.104 1.405 3.992
H -1.924 1.608 2.403
H -2.257 2.684 3.829
H 0.624 2.639 2.939
H -0.385 4.011 3.223
H -2.508 3.935 0.440
H -1.473 5.155 -0.386
H -1.539 5.413 2.653
H -3.085 5.696 1.740
H -1.591 6.621 1.412
H 0.473 5.818 1.202
H 1.206 5.138 -0.157
H 2.959 3.956 1.245
H 2.219 4.584 2.756
H 2.891 5.656 1.414
F -2.947 1.146 0.091
C -2.530 1.454 -1.181
C -1.261 2.017 -1.492
C -1.058 2.438 -2.808
F 0.045 3.068 -3.213
C -1.953 2.154 -3.848
F -1.619 2.629 -5.058
C -3.075 1.407 -3.598
F -3.982 1.043 -4.542
C -3.410 1.203 -2.220
F -4.575 0.622 -1.900
F 2.370 3.679 -2.124
C 2.911 2.601 -1.440
C 2.245 1.933 -0.452
C 3.206 1.307 0.405
F 2.839 1.078 1.696
C 4.543 1.165 0.140
F 5.405 0.455 0.908
C 5.084 1.787 -0.933
F 6.373 1.629 -1.257
C 4.258 2.451 -1.795
F 4.713 3.138 -2.882
*
```